Entry from the Open Molecules 2025 dataset: 2 unconnected molecules or ions with the total composition C3H3FO2 (the ωB97M-V functional and the def2-TZVPD basis).

## Properties
Relative energy (zero: lowest compared OMol25 entry of this formula, charge and spin) ... 143.3 kcal/mol
Maximum force ... 0.100 Eh/bohr
Molar mass ... 90.05 g/mol

CARTESIAN COORDINATES (ANGSTROEM)
C  0.080  0.517  -0.091
C  0.473  -0.830  -0.065
C  1.892  -1.079  -0.100
O  2.733  -1.822  -0.467
O  2.688  0.835  0.493
F  3.971  0.986  0.209
H  -0.982  0.708  -0.222
H  0.860  1.198  0.067
H  -0.084  -1.742  0.022

---

Entry from the Open Molecules 2025 dataset: a molecular structure, C3H3FO2Sn (the ωB97M-V functional and the def2-TZVPD basis).

## Properties
Net charge ... +1
<S²> ... 0.753
Relative energy (zero: lowest compared OMol25 entry of this formula, charge and spin) ... 81.1 kcal/mol
Maximum force ... 0.154 Eh/bohr
Molar mass ... 208.76 g/mol
2S+1 ... 2

CARTESIAN COORDINATES (ANGSTROEM)
H  0.892  -1.270  0.305
H  -0.896  -0.766  -1.301
O  -1.667  0.431  0.222
O  0.222  0.913  1.121
C  -0.837  -0.675  -0.213
C  0.603  -0.139  0.293
C  -1.053  1.306  0.961
H  -1.182  -1.574  0.306
F  1.114  0.260  -0.951
Sn  2.803  1.513  -0.744

---

Entry from the Open Molecules 2025 dataset: a molecular structure, C3H3FO3Ru (the ωB97M-V functional and the def2-TZVPD basis).

## Properties
E ... -14586.8445 eV
Net charge ... +1
<S²> ... 8.762
Maximum force ... 0.105 Eh/bohr
Molar mass ... 207.12 g/mol
2S+1 ... 6

CARTESIAN COORDINATES (ANGSTROEM)
C  0.406  1.862  -0.162
C  1.390  1.290  0.512
O  -0.984  -2.780  1.394
C  -1.195  -2.305  0.264
O  -0.333  -2.405  -0.728
O  -1.997  -1.220  0.095
Ru  -0.884  -0.682  -1.392
F  -0.168  1.128  -1.269
H  0.048  2.889  -0.141
H  1.970  1.927  1.180
H  1.746  0.295  0.246

---

Entry from the Open Molecules 2025 dataset: a single C3H3FP2 molecule (the ωB97M-V functional and the def2-TZVPD basis).

## Properties
Relative energy (zero: lowest compared OMol25 entry of this formula, charge and spin) ... 51.1 kcal/mol
Maximum force ... 0.090 Eh/bohr
Molar mass ... 120.00 g/mol

CARTESIAN COORDINATES (ANGSTROEM)
C  -0.942  0.552  0.274
C  1.697  -0.113  -0.036
C  -1.478  -0.642  -0.090
F  -2.733  -1.063  0.121
P  0.667  1.301  0.179
P  1.389  -1.753  0.161
H  -1.542  1.276  0.582
H  2.826  0.227  -0.310
H  -0.961  -1.406  -0.689

---

Entry from the Open Molecules 2025 dataset: 2 unconnected molecules or ions with the total composition C3H3I2N (the ωB97M-V functional and the def2-TZVPD basis).

## Properties
Relative energy (zero: lowest compared OMol25 entry of this formula, charge and spin) ... 45.6 kcal/mol
Maximum force ... 0.053 Eh/bohr
Molar mass ... 306.87 g/mol

CARTESIAN COORDINATES (ANGSTROEM)
C  0.093  -1.435  0.132
C  -0.644  0.803  -0.315
C  -0.052  -0.148  0.585
N  0.329  -2.471  -0.294
I  -2.999  0.582  -0.180
I  3.757  0.318  -0.271
H  -0.493  1.858  0.028
H  -0.399  0.505  -1.296
H  0.408  -0.012  1.610

---

Entry from the Open Molecules 2025 dataset: a molecular structure, C3H3I3 (the ωB97M-V functional and the def2-TZVPD basis).

## Properties
Relative energy (zero: lowest compared OMol25 entry of this formula, charge and spin) ... 143.1 kcal/mol
Maximum force ... 0.018 Eh/bohr
Molar mass ... 419.77 g/mol

CARTESIAN COORDINATES (ANGSTROEM)
C  -1.626  0.534  -0.276
C  -4.599  -0.402  0.372
C  -0.200  0.200  0.002
I  -1.830  2.601  -0.886
I  -3.950  -1.600  -1.171
I  -2.971  0.330  1.491
H  0.318  0.270  -0.960
H  -0.124  -0.822  0.371
H  0.313  0.869  0.696

---

Entry from the Open Molecules 2025 dataset: 2 unconnected molecules or ions with the total composition C3H3IN2O (the ωB97M-V functional and the def2-TZVPD basis).

## Properties
Relative energy (zero: lowest compared OMol25 entry of this formula, charge and spin) ... 146.9 kcal/mol
Maximum force ... 0.085 Eh/bohr
Molar mass ... 209.97 g/mol

CARTESIAN COORDINATES (ANGSTROEM)
C  -1.839  2.419  -0.478
C  -1.509  -0.540  -0.443
C  -0.195  0.221  -0.065
N  -1.901  3.533  -0.233
N  -2.479  -0.226  0.413
O  -1.554  -1.334  -1.351
I  -4.414  -0.399  0.147
H  -0.127  0.631  0.879
H  0.682  -0.409  -0.287
H  -0.061  1.122  -0.639

---

Entry from the Open Molecules 2025 dataset: 2 unconnected molecules or ions with the total composition C3H3IN2O3 (the ωB97M-V functional and the def2-TZVPD basis).

## Properties
<S²> ... 2.011
Relative energy (zero: lowest compared OMol25 entry of this formula, charge and spin) ... 0.0 kcal/mol
Maximum force ... 0.183 Eh/bohr
Molar mass ... 241.97 g/mol
2S+1 ... 3

CARTESIAN COORDINATES (ANGSTROEM)
C  1.217  1.304  1.159
C  1.210  0.510  -0.821
C  0.557  -0.357  0.092
N  0.605  0.193  1.295
N  0.013  -1.687  -0.194
O  -0.317  -1.865  -1.362
O  0.188  -2.494  0.711
O  1.660  1.540  -0.055
I  -3.639  0.570  0.230
H  1.734  1.868  1.862
H  1.443  0.384  -1.946
H  -4.669  0.033  -0.971

---

Entry from the Open Molecules 2025 dataset: a molecular structure, C3H3INO2 (the ωB97M-V functional and the def2-TZVPD basis).

## Properties
Net charge ... -1
Relative energy (zero: lowest compared OMol25 entry of this formula, charge and spin) ... 8.0 kcal/mol
Maximum force ... 0.091 Eh/bohr
Molar mass ... 211.97 g/mol

CARTESIAN COORDINATES (ANGSTROEM)
C  -0.286  -0.451  0.679
C  1.508  2.265  0.058
C  1.631  0.291  -0.076
N  0.923  -0.390  0.828
O  2.512  2.954  0.159
O  0.303  2.363  0.089
I  3.747  -0.384  -0.056
H  -0.953  -0.656  1.457
H  -0.719  -0.116  -0.326
H  1.287  0.141  -1.177

---

Entry from the Open Molecules 2025 dataset: a molecular structure, C3H3Li2O3 (the ωB97M-V functional and the def2-TZVPD basis).

## Properties
<S²> ... 0.758
Relative energy (zero: lowest compared OMol25 entry of this formula, charge and spin) ... 23.9 kcal/mol
Maximum force ... 0.091 Eh/bohr
Molar mass ... 100.94 g/mol
2S+1 ... 2

CARTESIAN COORDINATES (ANGSTROEM)
O  -0.588  -1.259  1.174
C  -1.577  -0.602  0.766
C  -1.528  0.134  -0.469
H  -2.406  -0.368  1.458
H  -1.961  1.136  -0.493
H  -1.319  -0.473  -1.357
Li  1.150  -1.107  0.811
O  1.383  1.284  -1.138
C  1.778  0.747  -0.034
O  2.392  0.620  1.054
Li  2.675  -0.112  -1.773

---

Entry from the Open Molecules 2025 dataset: a molecular structure, C3H3Li2O3Tb (the ωB97M-V functional and the def2-TZVPD basis).

## Properties
E ... -32127.1852 eV
Net charge ... +2
<S²> ... 12.755
Maximum force ... 0.080 Eh/bohr
Molar mass ... 259.86 g/mol
2S+1 ... 7

CARTESIAN COORDINATES (ANGSTROEM)
O  1.033  0.625  1.035
C  -0.222  1.166  0.910
C  2.164  1.444  0.736
O  -0.995  0.232  0.591
C  3.029  1.048  -0.252
Li  -2.831  0.265  -0.012
H  2.489  1.780  1.723
H  4.016  1.518  -0.211
H  2.686  1.038  -1.294
Li  0.239  3.283  0.667
Tb  0.638  -1.718  0.561
O  2.349  -1.621  -0.480

---

Entry from the Open Molecules 2025 dataset: a molecular structure, C3H3LiNaO3 (the ωB97M-V functional and the def2-TZVPD basis).

## Properties
<S²> ... 0.753
Relative energy (zero: lowest compared OMol25 entry of this formula, charge and spin) ... 66.1 kcal/mol
Maximum force ... 0.036 Eh/bohr
Molar mass ... 116.98 g/mol
2S+1 ... 2

CARTESIAN COORDINATES (ANGSTROEM)
C  -1.125  0.423  0.321
C  0.249  -0.121  0.096
O  1.153  0.950  -0.094
O  -2.113  -0.183  0.589
H  0.203  -0.788  -0.781
H  0.511  -0.736  0.973
O  2.749  -0.563  -0.315
C  2.465  0.653  -0.305
Li  -4.069  -0.173  0.684
Na  5.330  0.321  -0.751
H  -5.353  0.218  -0.417